# C32H46CaGeNO7PTe

A molecular structure, C32H46CaGeNO7PTe (ωB97M-V/def2-TZVPD, the Open Molecules 2025 dataset).

XYZ file:
```
90
Properties=species:S:1:pos:R:3:lowdin_charge:R:1
C 3.55 -2.38 0.41 -0.11
H -0.57 6.43 3.38 0.08
O -1.42 3.29 2.81 -0.17
C -0.77 5.39 3.61 -0.04
O -2.02 2.29 0.50 -0.35
H 0.55 -0.51 -3.52 -0.03
C 3.52 -1.95 -0.92 -0.26
C -3.64 -0.82 -0.32 -0.30
H -0.45 4.11 0.42 0.08
C -4.75 0.49 3.37 -0.03
H -3.42 0.73 -1.81 0.09
C -0.58 -4.66 0.14 -0.10
H 4.66 -0.95 -2.44 0.10
C -1.23 4.64 2.36 -0.63
H 6.64 -1.35 1.34 0.08
C -2.91 -1.12 -2.72 -0.57
C -5.70 2.80 3.56 -0.04
H 4.92 -5.34 -4.82 0.09
H 2.46 2.83 3.50 -0.04
H -6.26 2.65 2.64 0.09
C 5.77 -1.09 -0.61 -0.12
H -3.30 5.21 2.60 0.08
C 3.45 -2.59 -6.14 -0.12
H -5.35 0.32 2.48 0.08
H 3.77 -4.50 -2.82 0.10
O -1.74 0.81 2.50 -0.39
O 0.89 -0.42 -0.33 -0.72
H -1.55 5.34 4.38 0.08
C 2.90 -2.80 -3.79 -0.27
Ca -1.26 -0.06 0.27 1.33
C 5.78 -1.52 0.71 -0.13
H 0.07 5.71 1.01 0.08
C 3.21 1.56 -0.30 -0.41
H 6.64 -0.58 -1.02 0.09
C 4.66 -1.31 -1.41 -0.13
H 0.97 -4.76 -3.38 0.09
C 1.19 -0.45 -2.63 -0.33
H -4.15 1.90 5.65 0.08
H 3.94 1.89 3.25 -0.03
C 4.32 -4.44 -4.88 -0.12
H -1.58 -6.48 -0.40 0.08
C 3.67 -3.96 -3.75 -0.12
H 3.00 0.76 -1.01 -0.04
H 2.94 2.52 -0.74 0.00
H 2.68 -2.88 0.83 0.09
H 0.78 4.22 1.68 0.06
C 0.89 -3.67 -1.53 -0.23
O 0.32 0.07 -1.59 -0.47
H 0.48 -2.82 0.40 0.08
C -2.53 5.24 1.83 -0.04
H 4.72 -4.12 -6.98 0.08
Te 1.98 1.15 1.40 1.25
H -4.27 -0.21 0.35 -0.03
C -3.76 -0.32 -1.75 -0.31
P -2.19 2.14 1.98 0.21
H 4.64 -2.49 2.25 0.09
C -3.58 2.22 4.77 -0.04
H -2.01 -0.94 -4.50 0.08
Ge 1.98 -2.11 -2.15 0.91
H 4.26 1.56 0.00 -0.01
H -4.02 -1.85 -0.24 -0.01
C 0.55 -4.73 -2.38 -0.12
H -3.35 3.28 4.86 0.08
O -3.75 2.42 2.32 -0.17
N -2.81 -0.57 -4.01 0.12
H 2.24 -1.19 -5.04 0.08
C 0.29 -3.66 -0.27 -0.13
C 3.14 2.44 2.75 -0.49
H 0.14 4.93 4.00 0.08
C -4.42 1.97 3.52 -0.63
H -4.77 -0.30 -2.20 0.09
H -2.89 0.43 -4.04 0.08
H -6.32 2.50 4.41 0.08
C -0.32 -5.73 -1.98 -0.12
C -0.14 4.67 1.30 -0.04
H -5.31 0.14 4.24 0.08
H 3.57 3.28 2.20 -0.02
H -2.65 1.66 4.72 0.08
C 2.81 -2.12 -5.01 -0.11
H -1.04 -4.60 1.12 0.09
H 3.36 -2.05 -7.08 0.09
C -0.89 -5.71 -0.71 -0.12
C 4.21 -3.76 -6.09 -0.13
O -2.39 -2.18 -2.48 0.05
H -2.87 4.69 0.96 0.08
H -0.56 -6.53 -2.67 0.09
H -3.83 -0.09 3.28 0.08
H -2.36 6.28 1.54 0.08
H -5.45 3.86 3.65 0.08
C 4.66 -2.17 1.21 -0.12
```

Output
E_HOMO = 0.08 eV
Total energy = -141292.0227 eV
Total charge = -2
HOMO-LUMO gap = 3.9 eV
E_LUMO = 4.020 eV
Energy above the lowest of the compared OMol25 structures with the same formula, charge and spin = 57.6 kcal per mole

=====

# C33H40N3O4Re

A molecular structure, C33H40N3O4Re at a distorted geometry (ωB97M-V/def2-TZVPD, the Open Molecules 2025 dataset).

XYZ file:
```
81
Properties=species:S:1:pos:R:3:lowdin_charge:R:1
H 1.54 2.94 -0.20 0.07
C 2.34 1.82 -1.85 -0.32
H -2.45 3.60 -1.92 0.10
H 2.47 3.54 5.03 0.13
H -3.92 2.88 -1.27 0.09
C -0.49 -1.39 -2.18 -0.12
C -4.69 0.07 -2.02 -0.03
H -2.84 -2.58 2.15 0.06
H -3.35 1.77 -3.35 0.12
H 1.84 -2.53 2.24 0.08
H -2.38 -4.21 1.87 0.10
H -2.72 2.31 2.52 0.16
H 3.43 -4.85 -0.28 0.08
H 3.05 1.16 -3.84 0.10
C -3.30 0.25 -1.95 -0.12
H -4.03 -3.75 1.68 0.08
H 1.63 -1.77 -2.64 0.15
C -3.37 -1.85 -0.55 -0.11
H -2.44 -4.13 -1.86 0.08
H 1.46 0.44 -3.33 0.05
C 2.58 -0.41 -0.60 -0.20
C 0.67 1.66 2.86 -0.30
H 1.75 -2.80 -0.02 0.11
H -1.05 2.42 -3.55 0.07
C 2.80 -2.75 0.34 -0.38
C 0.34 3.78 4.62 -0.13
C 0.84 -1.37 -2.00 -0.12
C 3.12 0.80 -0.99 -0.13
C -2.73 -4.26 -0.80 -0.06
H -3.67 -4.75 -0.75 0.07
C 2.73 -3.04 1.82 -0.07
C -1.74 1.85 2.28 -0.11
H 1.61 2.02 -3.95 0.06
C 5.19 0.22 0.09 -0.08
C 4.45 1.09 -0.66 -0.01
H 4.71 -3.60 -0.25 0.07
H 0.36 1.85 -0.80 0.00
C 1.20 2.53 -1.10 -0.05
C -0.75 3.31 4.01 0.05
H -1.52 -2.80 0.12 0.12
N 0.25 4.91 5.55 -0.36
C -2.71 1.54 -2.54 -0.33
H 0.73 3.28 -1.74 0.10
C -4.77 -1.86 -0.63 -0.03
H -6.51 -0.95 -1.43 0.11
H -2.00 -5.03 -0.40 0.10
O -0.79 5.52 5.65 0.10
H -0.59 1.24 -2.30 0.01
H -1.77 3.72 4.29 0.17
H -1.16 0.71 -3.87 0.09
O -1.72 0.90 1.45 -0.19
N -1.23 -0.81 -1.19 -0.13
C -2.66 -0.82 -1.27 -0.16
H 2.72 1.69 3.39 0.13
C 4.69 -1.00 0.46 -0.01
H -5.27 0.81 -2.57 0.12
H 6.20 0.40 0.46 0.12
C 3.66 -3.79 -0.41 -0.05
C 2.10 1.35 -3.30 -0.04
N 1.20 -0.70 -0.87 -0.15
O 0.88 0.77 1.94 -0.20
C -3.03 -3.40 1.51 -0.07
H 3.02 2.67 -1.96 0.12
C -5.43 -0.94 -1.42 -0.05
Re -0.16 0.05 0.35 1.66
H 2.60 -4.11 2.07 0.09
H 3.54 -2.76 2.44 0.06
O 1.29 5.21 6.09 0.09
C 1.63 3.18 4.45 0.06
H 4.73 2.06 -1.06 0.12
C -2.64 -3.03 0.10 -0.40
C 1.76 2.10 3.64 0.03
H 5.36 -1.78 0.85 0.13
C -1.26 1.48 -3.11 -0.05
H -5.30 -2.67 -0.13 0.12
H -2.40 2.42 -0.52 0.06
H -1.01 -1.84 -2.99 0.14
C 3.37 -1.35 0.06 -0.12
H 3.50 -3.60 -1.49 0.08
C -2.85 2.64 -1.51 -0.06
C -0.62 2.27 3.06 -0.11
```

Output
E_HOMO (alpha / beta) = -11.52 / -11.46 eV
Total energy = -49650.4704 eV
Total charge = +1
HOMO-LUMO gap (alpha / beta) = 7.2 / 6.9 eV
2S+1 = 4
E_LUMO (alpha / beta) = -4.265 / -4.596 eV
Energy above the lowest of the compared OMol25 structures with the same formula, charge and spin = 2.4 kcal per mole

=====

# H12O6

6 unconnected molecules or ions with the total composition H12O6 at a distorted geometry (ωB97M-V/def2-TZVPD, the Open Molecules 2025 dataset).

XYZ file:
```
18
Properties=species:S:1:pos:R:3:nbo_charge:R:1
H 2.99 -1.83 1.28 0.47
H -1.73 -2.14 -1.34 0.47
H -1.85 1.61 2.06 0.49
O 1.66 0.40 -0.88 -0.90
H -2.48 -2.10 -0.02 0.48
O -0.31 2.16 1.60 -0.94
H 3.06 -0.64 0.34 0.44
H -0.21 1.22 1.45 0.48
O 3.59 -1.38 0.68 -0.92
O -0.25 0.02 -2.57 -0.93
O -1.70 -1.76 -0.45 -0.94
H -0.98 -0.28 -3.13 0.45
H -3.04 0.88 1.46 0.46
H -0.47 -0.33 -1.70 0.48
H 2.61 0.26 -0.91 0.46
O -2.09 1.01 1.34 -0.97
H -0.23 2.55 0.73 0.49
H 1.44 0.34 0.05 0.45
```

Output
E_HOMO = -10.82 eV
Total energy = -12478.3084 eV
Total charge = 0
HOMO-LUMO gap = 11.1 eV
E_LUMO = 0.285 eV
Energy above the lowest of the compared OMol25 structures with the same formula, charge and spin = 64.7 kcal per mole

=====

# C3H10N2O3

4 unconnected molecules or ions with the total composition C3H10N2O3 at a distorted geometry (ωB97M-V/def2-TZVPD, the Open Molecules 2025 dataset).

XYZ file:
```
18
Properties=species:S:1:pos:R:3:nbo_charge:R:1
H 1.95 -0.54 -1.64 0.21
O -1.28 2.36 -3.52 -0.94
N 1.74 -1.64 1.41 -0.52
C 2.16 -1.84 0.14 -0.09
H 2.61 -2.76 -0.20 0.22
N 1.13 0.09 0.24 -0.52
H -3.00 -0.72 2.24 0.47
H -0.37 2.31 -3.28 0.47
H 1.75 -2.25 2.21 0.42
C 1.10 -0.42 1.44 0.16
H 0.58 0.00 2.29 0.22
O -1.68 0.82 -0.31 -0.97
H -1.95 -0.07 1.22 0.50
O -2.11 -0.40 2.14 -1.00
C 1.73 -0.77 -0.62 -0.10
H -1.66 3.19 -3.25 0.47
H -0.75 0.87 -0.06 0.50
H -1.94 1.76 -0.47 0.48
```

Output
E_HOMO = -9.04 eV
Total energy = -12395.8709 eV
Total charge = 0
HOMO-LUMO gap = 9.8 eV
E_LUMO = 0.762 eV
Energy above the lowest of the compared OMol25 structures with the same formula, charge and spin = 19.9 kcal per mole